Record 1
Computed, not measured: a molecular structure, C12H16BF8N6S2V in a non-equilibrium geometry, with the ωB97M-V functional and the def2-TZVPD basis.

```
! wB97M-V def2-TZVPD RIJCOSX def2/J DEFGRID3
* xyz 0 3
V 0.36750 -0.03180 0.59140
C 2.01890 -2.56030 0.19140
N 0.78040 -2.11500 0.82180
C -0.32620 -2.91640 0.30420
C 0.87800 -2.28090 2.27650
C -0.23140 -1.45510 2.94710
N -0.71380 -0.51360 1.97060
C -1.92210 0.05860 2.14190
C -2.58350 0.55410 0.99960
F -1.95300 0.32870 -0.18690
C -3.81650 1.16740 1.04790
F -4.39130 1.60950 -0.07600
C -4.47740 1.31950 2.25730
C -3.86130 0.84060 3.39910
F -4.48890 0.96610 4.57660
C -2.62620 0.21370 3.35540
F -2.08530 -0.21710 4.51550
H 2.19940 -3.62150 0.39070
H 2.85520 -1.97720 0.57210
H 1.94710 -2.39660 -0.88230
H -0.20860 -3.96710 0.59640
H -0.34260 -2.84930 -0.78460
H -1.27440 -2.54470 0.69510
H 1.85160 -1.90850 2.60060
H 0.80540 -3.34100 2.55030
H 0.17940 -0.92150 3.81440
H -1.05090 -2.09760 3.29740
H -5.43840 1.79780 2.30500
N 3.10350 0.08410 -1.48020
N 2.45920 0.86110 -2.44900
C 1.14050 0.69140 -2.63220
N 0.51300 1.44170 -3.55170
S 0.31110 -0.55100 -1.87590
H 3.03980 0.52100 -0.55600
H 4.07650 -0.03390 -1.74010
H 2.85070 1.77500 -2.67840
H 0.91640 2.31980 -3.83930
H -0.49520 1.41510 -3.50720
F -0.39410 2.55740 -1.16260
B 0.39280 2.86460 -0.06320
F -0.17140 2.18550 1.05480
F 1.65060 2.25840 -0.27880
F 0.52330 4.18690 0.14090
S 4.09110 0.72750 3.04810
C 2.80720 0.50730 2.15740
N 1.88690 0.23950 1.46410
*
```

Values from the calculation:
HOMO level (alpha / beta) = -8.1 / -8.4 eV
frontier orbital gap (alpha / beta) = 7.67 / 8.54 eV
LUMO (alpha / beta) = -0.421 / 0.133 eV
energy above the lowest of the compared OMol25 structures with the same formula, charge and spin = 0.0 kJ/mol


Record 2
Computed, not measured: a molecular structure, C15H20ClGaO5SSb in a non-equilibrium geometry, with the ωB97M-V functional and the def2-TZVPD basis.

```
! wB97M-V def2-TZVPD RIJCOSX def2/J DEFGRID3
* xyz 1 1
Ga 0.41102 -2.02624 0.41864
O 2.45612 -3.20044 2.46374
Cl 1.85082 -2.02624 1.85844
O 2.45612 -0.85204 2.46374
O 2.23422 -2.02624 0.41914
O 0.41152 -2.02624 2.24184
O -0.87138 -0.15124 -0.25616
S 0.41102 0.24536 0.41864
C 0.37512 2.05586 0.49374
C -0.40898 2.80076 -0.39496
C -0.42828 4.19426 -0.31746
C 0.32822 4.84926 0.65344
C 1.10142 4.11326 1.55054
C 1.12342 2.71916 1.47404
C 1.67772 0.20266 -0.88086
C 1.33012 -0.04294 -2.21476
C 2.31482 -0.08824 -3.20336
C 3.65292 0.10396 -2.86406
C 4.00942 0.33686 -1.53646
C 3.02602 0.38146 -0.54576
H -1.00848 2.29726 -1.15036
H -1.03668 4.76686 -1.01286
H 0.31012 5.93466 0.71394
H 1.68382 4.62606 2.31184
H 1.72382 2.15886 2.18574
H 0.28952 -0.20024 -2.49086
H 2.03572 -0.27614 -4.23706
H 4.41872 0.06826 -3.63496
H 5.05422 0.48166 -1.27306
H 3.32262 0.55726 0.48474
C -3.39028 -3.85304 0.42184
Sb -2.23088 -2.02624 0.41864
C -3.38758 -1.11574 -1.16676
C -3.38748 -1.10994 2.00084
H -4.47248 -3.60854 0.42134
H -3.14508 -4.44324 1.32844
H -3.14578 -4.44604 -0.48316
H -4.47018 -1.24284 -0.96086
H -3.13588 -1.60194 -2.13166
H -3.14728 -0.03424 -1.22346
H -4.47028 -1.23794 1.79584
H -3.14688 -0.02824 2.05374
H -3.13558 -1.59294 2.96754
H 0.41102 -3.63674 0.41864
*
```

Values from the calculation:
HOMO level = -11.8 eV
frontier orbital gap = 7.04 eV
LUMO = -4.732 eV


Record 3
Computed, not measured: C26H32N4O4S in the gas phase, with the ωB97M-V functional and the def2-TZVPD basis.

```
! wB97M-V def2-TZVPD RIJCOSX def2/J DEFGRID3
* xyz 0 1
C -0.37173 -5.40674 0.23125
C -1.05225 -4.42238 -0.71276
N -2.33387 -3.96523 -0.20206
C -3.11748 -3.30245 -1.22614
C -4.49526 -2.94104 -0.68074
N -4.34459 -2.05260 0.45660
C -5.59906 -1.47377 0.91282
C -5.94603 -0.26443 0.03142
N -4.74564 0.51249 -0.15384
C -4.65604 1.83867 0.08843
O -5.62036 2.53987 0.32846
C -3.26145 2.37724 0.03508
C -2.98198 3.54946 0.73418
C -1.70032 4.05931 0.76300
C -0.67501 3.41165 0.08577
C -0.95036 2.26151 -0.65703
C -2.24302 1.75293 -0.67401
N 0.03759 1.63568 -1.40639
C 1.39538 1.72903 -1.27595
O 2.11786 1.13214 -2.04845
C 1.89458 2.58581 -0.17947
C 3.05275 2.41385 0.48075
C 3.94190 1.27074 0.41720
C 5.30756 1.45361 0.59592
C 6.17920 0.37914 0.54107
C 5.70656 -0.90604 0.32745
O 6.47367 -2.02436 0.25844
C 7.86698 -1.89010 0.38890
C 4.31399 -1.10919 0.17687
O 3.92480 -2.40048 -0.00776
C 2.57463 -2.64543 -0.31152
C 3.45836 -0.02916 0.23219
S 0.96141 4.06502 0.14359
C -3.58639 -2.73238 1.48863
C -2.20542 -3.08729 0.94472
H -1.08341 -6.16697 0.54075
H 0.01970 -4.91198 1.11583
H 0.45692 -5.88922 -0.28043
H -1.25048 -4.93113 -1.65986
H -0.37297 -3.57484 -0.92156
H -3.23183 -3.98057 -2.07491
H -2.61845 -2.38103 -1.58260
H -5.07038 -2.43630 -1.45875
H -5.02255 -3.86744 -0.39662
H -6.42712 -2.19806 0.90762
H -5.45459 -1.12658 1.93846
H -6.32539 -0.59290 -0.94304
H -6.70303 0.36640 0.50167
H -3.91902 -0.07114 -0.16406
H -3.78706 4.04196 1.25634
H -1.47507 4.96146 1.30959
H -2.43982 0.87851 -1.27795
H -0.27210 1.00775 -2.13824
H 3.36416 3.21084 1.14583
H 5.69977 2.44736 0.75074
H 7.23530 0.55830 0.66448
H 8.14385 -1.48762 1.36910
H 8.28595 -1.25275 -0.39674
H 8.26917 -2.89686 0.28765
H 2.25223 -2.06754 -1.18395
H 2.51097 -3.70938 -0.53500
H 1.92134 -2.41758 0.53889
H 2.39493 -0.17821 0.15248
H -3.47592 -2.06534 2.34707
H -4.08744 -3.65702 1.82034
H -1.63960 -3.59858 1.72358
H -1.67231 -2.15408 0.67783
*
```

Values from the calculation:
HOMO level = -7.7 eV
frontier orbital gap = 7.87 eV
LUMO = 0.153 eV
SMILES string = CCN1CCN(CCNC(=O)c2ccc3c(c2)NC(=O)/C(=C\c2ccc(OC)c(OC)c2)S3)CC1
energy above the lowest of the compared OMol25 structures with the same formula, charge and spin = 170.1 kJ/mol